38
Properties=species:S:1:pos:R:3 method="wB97M-V/def2-TZVPD" e_above_lowest_kcal_mol=12.39 spin_multiplicity=1 homo_lumo_gap_ha=0.2131 e_tot_ev=-145278.909 charge=+1 homo_ev=-12.6716
V -0.34 0.23 0.19
O 3.50 -0.11 0.34
C 2.43 -0.13 0.82
O 1.26 -0.18 0.02
C 2.10 -0.10 2.28
C 3.16 -0.12 3.17
C 2.90 -0.11 4.51
C 1.62 -0.10 5.01
C 0.57 -0.09 4.13
C 0.79 -0.05 2.76
O -0.23 0.06 1.86
N -0.80 -0.13 4.70
O -0.92 0.20 5.85
O -1.72 -0.35 3.92
N 4.03 -0.09 5.46
O 5.15 -0.06 4.99
O 3.75 -0.08 6.64
H 4.18 -0.16 2.80
H 1.43 -0.10 6.08
F -3.30 -2.46 -1.08
C -2.17 -2.02 -1.55
F -1.94 -2.42 -2.77
F -1.16 -2.40 -0.74
S -2.14 -0.17 -1.50
O -0.72 0.15 -1.81
O -3.18 0.42 -2.23
O -2.15 0.04 0.02
Cl 1.80 1.98 -1.82
C 0.77 2.85 -0.75
C -0.10 2.22 0.17
C -0.95 3.02 0.97
Cl -2.07 2.35 2.09
C -0.91 4.40 0.87
Cl -1.93 5.37 1.84
C -0.02 5.01 -0.02
Cl 0.03 6.71 -0.13
C 0.81 4.24 -0.82
Cl 1.88 5.02 -1.91